Below is a 7-piece molecular cluster, C44H62F13N5O19 overall, with properties calculated with ωB97M-V with the def2-TZVPD basis set.

Geometry as XYZ:
```
143
Properties=species:S:1:pos:R:3:forces:R:3
C -5.611 0.504 -4.127 0.0516 0.2047 0.0616
C -5.113 1.528 -5.118 -0.2463 0.1470 -0.1189
C -5.666 2.919 -4.985 -0.0871 -0.2388 -0.4837
N -4.313 1.283 -6.073 0.6418 0.1774 0.4891
C -3.567 0.094 -6.057 -0.4662 0.1351 -0.0524
C -2.319 0.072 -5.490 0.2679 -0.3385 0.0386
C -1.547 -1.110 -5.485 -0.0206 0.1967 0.0633
C -0.194 -1.107 -4.811 -0.3646 -0.3979 0.0980
C -0.111 -2.251 -3.774 0.0308 -0.0763 -0.3602
C 0.855 -1.976 -2.636 0.0411 0.4502 -0.4483
F 1.861 -1.165 -3.089 0.0093 -0.1394 0.1319
F 1.456 -3.099 -2.177 -0.2837 -0.0133 0.1038
C 0.254 -1.214 -1.429 0.5211 -0.3622 0.2756
F 1.253 -1.008 -0.544 -0.1348 0.1212 -0.1331
F -0.167 -0.004 -1.858 -0.1576 -0.1108 0.0049
C -0.892 -1.973 -0.661 0.0972 0.3825 0.2184
F -0.469 -2.228 0.593 -0.1653 -0.1438 -0.0653
F -1.172 -3.151 -1.249 0.0947 0.0639 -0.0086
C -2.233 -1.196 -0.538 -0.3158 -0.3756 -0.0137
F -3.140 -2.083 -0.084 0.0602 0.1123 -0.0719
F -2.651 -0.801 -1.761 0.2514 0.0666 0.0459
C -2.202 -0.004 0.476 -0.2859 -0.1383 0.2570
F -0.951 0.450 0.667 -0.0728 -0.0027 -0.1559
F -2.657 -0.473 1.655 0.1031 0.1301 -0.0840
C -3.106 1.195 0.072 0.1878 0.3366 0.2737
F -4.292 0.781 -0.372 0.1746 0.0389 0.0076
F -2.497 1.935 -0.857 -0.2431 -0.2347 -0.0217
F -3.298 1.956 1.153 0.0173 -0.1049 -0.2298
C -2.028 -2.255 -6.067 0.1618 -0.1215 0.0129
C -3.299 -2.268 -6.657 0.0834 0.0971 -0.1085
N -3.775 -3.425 -7.218 -0.2384 0.3759 -0.0527
C -4.973 -3.388 -7.718 -0.2553 -0.2992 -0.0652
N -5.552 -4.523 -8.322 0.4637 -0.0361 0.2517
C -5.730 -2.172 -7.690 0.1484 0.1786 0.1434
O -7.028 -2.152 -8.254 0.0056 -0.4380 0.3422
C -7.894 -2.734 -7.475 0.0104 0.2071 -0.4165
N -8.694 -3.226 -6.810 0.0094 -0.1133 0.0776
N -5.319 -1.070 -7.196 -0.0614 -0.2124 0.0138
C -4.073 -1.086 -6.646 0.0305 -0.1499 -0.2232
H -6.283 0.971 -3.410 0.0080 -0.0444 0.0325
H -4.796 0.026 -3.581 0.0100 -0.0739 -0.0929
H -6.174 -0.253 -4.678 0.0688 -0.0832 0.0875
H -6.744 2.904 -5.166 -0.0135 0.0662 0.1797
H -5.476 3.292 -3.978 -0.0857 0.0076 0.0292
H -5.196 3.567 -5.720 -0.0072 0.0400 0.0459
H -1.911 0.963 -5.030 -0.1109 0.0785 -0.0378
H 0.563 -1.277 -5.576 0.2054 0.2948 0.1276
H -0.039 -0.150 -4.320 0.1523 0.0602 -0.1786
H 0.234 -3.164 -4.262 0.0326 -0.0123 0.0914
H -1.113 -2.467 -3.410 0.0702 0.0213 0.1930
H -1.440 -3.165 -6.075 -0.0810 -0.0231 -0.0570
H -4.800 -5.173 -8.533 -0.0278 -0.0267 0.0136
H -6.164 -4.997 -7.662 -0.2929 0.1153 -0.2043
C -13.339 2.112 -7.178 0.0855 -0.1599 -0.1006
C -12.201 2.732 -6.397 -0.2569 0.1930 0.0388
O -11.071 1.851 -6.307 0.0341 -0.0013 0.0332
C -10.311 1.785 -7.399 0.0081 -0.0155 0.0424
O -10.472 2.411 -8.415 -0.0101 0.0101 -0.0382
O -9.331 0.913 -7.170 0.0225 -0.0167 0.0205
C -8.457 0.691 -8.282 0.1020 0.1357 -0.0448
H -13.606 1.143 -6.754 -0.0444 0.0396 0.0588
H -14.213 2.762 -7.149 0.0021 0.0105 0.0258
H -13.058 1.958 -8.219 0.0096 0.0652 -0.0063
H -12.500 2.912 -5.366 0.0930 -0.0831 0.0417
H -11.892 3.684 -6.828 0.0659 -0.0582 -0.0821
H -8.061 1.634 -8.655 -0.1046 0.0264 -0.0561
H -8.982 0.165 -9.079 -0.0262 0.0600 -0.0168
H -7.641 0.087 -7.914 0.0024 0.0049 0.1252
C 4.500 -0.724 -0.576 0.2735 -0.0191 0.0563
C 4.107 0.626 -1.130 -0.3123 -0.2211 -0.0171
O 5.144 1.605 -0.935 -0.0159 0.0671 -0.0003
C 6.161 1.542 -1.792 -0.0014 0.0020 0.0766
O 6.272 0.784 -2.718 0.0010 -0.0124 -0.0423
O 7.050 2.475 -1.437 0.0129 -0.0471 -0.1980
C 8.248 2.481 -2.221 0.1279 0.1335 -0.0108
H 4.792 -0.636 0.472 -0.0905 -0.0053 0.0236
H 3.666 -1.418 -0.650 -0.0135 0.0000 -0.0001
H 5.344 -1.145 -1.121 -0.0326 0.0234 -0.0715
H 3.244 1.019 -0.595 0.0786 0.1163 0.0423
H 3.847 0.570 -2.187 0.1326 0.0061 -0.0325
H 8.016 2.540 -3.282 -0.0279 -0.0697 -0.0026
H 8.837 1.589 -2.016 -0.0423 -0.0442 -0.0603
H 8.802 3.363 -1.914 -0.0468 0.0049 0.0632
C 1.801 -3.331 3.116 0.0739 0.2309 0.0924
C 2.811 -4.350 2.640 -0.3113 -0.1276 -0.0760
O 4.150 -3.834 2.692 0.0367 -0.0158 -0.0414
C 4.704 -3.812 3.904 0.0175 0.0102 -0.0413
O 4.200 -4.205 4.923 -0.0167 -0.0046 0.0362
O 5.921 -3.280 3.792 0.0031 0.0175 -0.0065
C 6.616 -3.131 5.034 0.1348 0.0220 0.0515
H 1.911 -2.399 2.559 -0.0556 -0.0465 -0.0872
H 0.786 -3.706 2.975 0.0082 -0.0254 -0.0223
H 1.941 -3.101 4.172 0.0018 -0.1058 0.0225
H 2.642 -4.594 1.592 0.1292 0.0641 -0.0359
H 2.746 -5.276 3.211 0.0893 0.0558 0.1024
H 6.647 -4.073 5.577 -0.0628 0.0005 0.0129
H 6.139 -2.367 5.645 -0.0421 -0.0495 0.0319
H 7.625 -2.820 4.779 -0.0254 0.0140 -0.0728
C 5.469 3.980 1.650 0.0609 0.1974 0.1722
C 6.656 3.046 1.724 -0.3732 -0.2025 -0.0936
O 7.854 3.741 2.122 0.0582 -0.0512 -0.0198
C 7.961 4.006 3.418 -0.0184 0.0105 -0.0629
O 7.174 3.698 4.278 0.0135 0.0318 -0.1223
O 9.098 4.674 3.616 0.0203 0.0146 0.0054
C 9.317 5.082 4.969 0.1012 0.0402 0.0761
H 5.693 4.826 0.998 -0.0246 -0.0618 -0.0864
H 4.604 3.450 1.252 0.0240 -0.0202 -0.0449
H 5.215 4.374 2.634 -0.0141 -0.0585 0.0169
H 6.865 2.640 0.741 0.2001 0.1069 0.0805
H 6.467 2.213 2.401 0.0648 0.0992 0.1384
H 9.239 4.236 5.648 -0.0602 -0.0070 -0.0043
H 8.601 5.852 5.253 -0.0466 -0.0522 0.0280
H 10.323 5.488 5.002 -0.0002 0.0022 -0.0771
C 7.101 3.108 7.338 0.1919 -0.0185 0.3572
C 5.978 2.507 8.152 -0.1471 0.1494 -0.2664
O 6.462 1.637 9.192 -0.0116 -0.0360 0.0033
C 6.935 2.248 10.273 -0.0230 -0.0418 -0.0015
O 6.967 3.435 10.469 0.0166 0.0363 0.0049
O 7.366 1.312 11.123 0.0179 -0.0099 -0.0042
C 7.961 1.829 12.315 0.0308 -0.0458 0.1292
H 7.747 2.323 6.943 -0.0719 -0.0112 -0.0953
H 6.704 3.680 6.506 -0.0331 -0.0320 -0.0573
H 7.713 3.768 7.956 -0.0551 0.0142 0.0271
H 5.354 1.873 7.525 0.0327 -0.1122 0.0792
H 5.342 3.278 8.586 0.0808 0.0102 0.1011
H 7.294 2.531 12.810 0.0080 0.0452 -0.0435
H 8.907 2.316 12.086 -0.0335 0.0652 -0.0066
H 8.137 0.972 12.959 -0.0142 -0.0454 -0.0606
C -0.925 -1.447 5.204 0.0494 -0.0880 0.2361
C -2.237 -2.008 4.703 0.1201 0.2514 -0.2781
O -2.714 -3.076 5.536 -0.0144 -0.0441 -0.0250
C -3.290 -2.695 6.675 -0.0116 -0.0426 -0.0263
O -3.464 -1.562 7.040 0.0030 0.0360 0.0201
O -3.652 -3.791 7.342 0.0106 -0.0116 0.0052
C -4.233 -3.537 8.624 -0.0800 -0.0665 0.1004
H -0.189 -2.244 5.314 0.0196 0.0076 -0.0927
H -0.538 -0.704 4.505 -0.0153 -0.0162 -0.0322
H -1.049 -0.974 6.178 -0.0535 0.0603 -0.0351
H -2.107 -2.451 3.717 -0.0504 -0.1474 0.0583
H -2.998 -1.233 4.622 -0.0337 -0.0184 0.1250
H -5.060 -2.835 8.543 0.0374 0.0494 -0.0139
H -3.481 -3.147 9.308 -0.0160 0.0682 -0.0188
H -4.595 -4.494 8.985 0.0408 -0.0343 -0.0572
```
Positions in Å, forces in eV/Å.

Computed properties:
Multiplicity: 1
Gap between HOMO and LUMO (eV): 8.23
LUMO (eV): -0.7
E_tot (Ha): -4715.5010

Löwdin atomic charge list, values in e, 99 entries: atom 1 (C): -0.01, atom 2 (C): -0.37, atom 3 (C): -0.03, atom 4 (N): 0.15, atom 5 (C): -0.22, atom 6 (C): 0.04, atom 7 (C): -0.21, atom 8 (C): -0.11, atom 9 (C): -0.06, atom 10 (C): -0.43, atom 11 (F): 0.11, atom 12 (F): 0.13, atom 13 (C): -0.33, atom 14 (F): 0.14, atom 15 (F): 0.15, atom 16 (C): -0.33, atom 17 (F): 0.16, atom 18 (F): 0.16, atom 19 (C): -0.33, atom 20 (F): 0.16, atom 21 (F): 0.15, atom 22 (C): -0.33, atom 23 (F): 0.17, atom 24 (F): 0.16, atom 25 (C): -0.54, atom 26 (F): 0.19, atom 27 (F): 0.18, atom 28 (F): 0.19, atom 29 (C): 0.02, atom 30 (C): -0.18, atom 31 (N): 0.20, atom 32 (C): -0.29, atom 33 (N): 0.12, atom 34 (C): -0.23, atom 35 (O): 0.07, atom 36 (C): -0.34, atom 37 (N): 0.19, atom 38 (N): 0.25, atom 39 (C): -0.14, atom 40 (H): 0.08, atom 41 (H): 0.08, atom 42 (H): 0.08, atom 43 (H): 0.08, atom 44 (H): 0.08, atom 45 (H): 0.08, atom 46 (H): 0.13, atom 47 (H): 0.13, atom 48 (H): 0.11, atom 49 (H): 0.14, atom 50 (H): 0.12, atom 51 (H): 0.12, atom 52 (H): 0.09, atom 53 (H): 0.10, atom 54 (C): -0.07, atom 55 (C): -0.21, atom 56 (O): 0.03, atom 57 (C): -0.61, atom 58 (O): 0.12, atom 59 (O): 0.00, atom 60 (C): -0.03, atom 61 (H): 0.08, atom 62 (H): 0.08, atom 63 (H): 0.08, atom 64 (H): 0.12, atom 65 (H): 0.12, atom 66 (H): 0.10, atom 67 (H): 0.10, atom 68 (H): 0.06, atom 69 (C): -0.05, atom 70 (C): -0.20, atom 71 (O): 0.03, atom 72 (C): -0.61, atom 73 (O): 0.13, atom 74 (O): -0.03, atom 75 (C): -0.03, atom 76 (H): 0.09, atom 77 (H): 0.06, atom 78 (H): 0.08, atom 79 (H): 0.12, atom 80 (H): 0.12, atom 81 (H): 0.10, atom 82 (H): 0.10, atom 83 (H): 0.10, atom 84 (C): -0.07, atom 85 (C): -0.20, atom 86 (O): 0.04, atom 87 (C): -0.61, atom 88 (O): 0.13, atom 89 (O): 0.00, atom 90 (C): -0.04, atom 91 (H): 0.08, atom 92 (H): 0.08, atom 93 (H): 0.07, atom 94 (H): 0.12, atom 95 (H): 0.12, atom 96 (H): 0.10, atom 97 (H): 0.10, atom 98 (H): 0.09, atom 99 (C): -0.05